A cluster of 2 separate species, C2H8FN2OP in total at a distorted geometry, computed with wB97M-V/def2-TZVPD.

```
15
C2H8FN2OP | the Open Molecules 2025 dataset | wB97M-V/def2-TZVPD
C -1.06187 -1.56544 1.87492
C 0.47709 1.58435 -2.11116
N -0.18419 -0.63940 1.20232
N 0.56486 0.78675 -0.90426
O -1.98372 -0.00834 -0.70272
F 2.58525 0.21264 0.56776
P -0.59743 0.02662 -0.21918
H -1.49332 -1.11609 2.72512
H -1.97548 -1.89411 1.29842
H -0.64765 -2.61054 2.29539
H 1.54962 1.83638 -2.41557
H 0.07683 1.05506 -2.94436
H -0.15972 2.42290 -1.89769
H 0.90204 -0.78078 1.40648
H 1.94770 0.69000 -0.17548
```

Energy above the lowest of the compared OMol25 structures with the same formula, charge and spin: 1.618 eV
Energy: -706.97590 Eh
HOMO: -10.113 eV
Orbital gap: 10.33 eV
Total charge: 0